No. 1
The following is a DFT calculation (ωB97M-V/def2-TZVPD) of an isolated ion of composition C2FO4 and charge -1 at a distorted geometry.

Summary:
Orbital gap   9.39 eV
SMILES   O=C([O-])C1(F)OO1
Charge   -1
E_LUMO   4.31 eV

Cartesian coordinates (Å):
F (1.51462, 0.87025, -0.42938)
O (-1.63438, 0.63384, 0.66759)
O (1.25516, -1.39369, 0.22444)
O (0.83604, -0.47585, 1.28817)
O (-1.44199, 0.06477, -1.49624)
C (0.57533, 0.01794, 0.07404)
C (-1.10478, 0.28274, -0.32861)

Atomic forces in eV per Å
-0.5 -0.1 0.4
-1.6 1.1 2.8
-1.1 1.7 -1.1
0.2 0.9 0.9
0.6 0.1 0.5
0.2 -2.4 -0.7
2.3 -1.3 -2.9

---

No. 2
The following is a DFT calculation (ωB97M-V/def2-TZVPD) of C40H39MgN7O3Si as an isolated structure at a distorted geometry.

Summary:
Orbital gap   6.50 eV
Charge   -2
E_LUMO   4.22 eV

Cartesian coordinates (Å):
Si (-1.21556, -16.90881, 8.22530)
Mg (-2.31918, -17.04621, 11.51214)
O (-4.19653, -18.39996, 11.18751)
O (-4.14189, -14.03700, 13.95348)
O (-0.48899, -20.00816, 14.14147)
N (-2.43221, -17.28546, 9.45622)
N (2.52086, -12.30270, 11.95668)
N (-1.08840, -18.95188, 12.14460)
N (1.29427, -14.23593, 12.94135)
N (-2.50640, -17.14530, 13.62610)
N (-0.49528, -15.69864, 12.01691)
N (-3.75515, -15.31406, 12.05834)
C (-2.39163, -16.96205, 16.34159)
C (-2.46815, -21.34569, 11.09691)
C (-5.89178, -19.81968, 14.18378)
C (1.02594, -21.63234, 9.62352)
C (-4.53493, -14.43554, 11.28694)
C (-0.87781, -18.45629, 7.12823)
C (1.03459, -19.88326, 11.32155)
C (-7.42647, -18.30119, 13.10090)
C (-5.47491, -19.37013, 9.35585)
C (-3.61447, -17.78461, 8.95358)
C (1.73478, -20.71432, 10.42215)
C (-3.11188, -16.12063, 14.23079)
C (-0.35184, -21.79439, 9.78540)
C (-5.23219, -18.71099, 12.17225)
C (-3.10281, -16.00342, 15.63309)
C (-6.05589, -13.13095, 9.30337)
C (-1.08018, -19.10040, 13.49914)
C (-4.67715, -13.10307, 9.23275)
C (-5.74833, -19.43370, 7.98567)
C (-5.00444, -19.66529, 13.12538)
C (0.38395, -14.98771, 12.41090)
C (-1.75051, -17.99484, 15.65848)
C (-1.97690, -15.46537, 7.21193)
C (1.88646, -13.23096, 12.34258)
C (1.78473, -19.00555, 12.30338)
C (-7.11137, -19.15180, 14.15359)
C (-0.39375, -19.91489, 11.40126)
C (-5.05360, -18.62803, 7.09673)
C (0.39960, -16.36801, 9.10499)
C (-3.74169, -15.09471, 13.38242)
C (-4.03599, -17.81633, 7.57154)
C (-2.41412, -13.31724, 10.34022)
C (-4.45414, -18.54845, 9.82820)
C (-6.46703, -18.08880, 12.09889)
C (-6.66763, -14.74493, 12.74850)
C (-5.94192, -14.29719, 11.47784)
C (-3.89231, -13.66682, 10.29081)
C (-1.81122, -18.05983, 14.28042)
C (-1.05395, -20.98744, 10.69902)
C (-6.64318, -13.66083, 10.48019)
H (-3.65335, -15.18142, 16.05792)
H (1.68072, -19.36744, 13.35009)
H (-2.05325, -15.65432, 6.15009)
H (-7.69030, -14.42370, 12.64212)
H (-6.29119, -14.23495, 13.63835)
H (-5.30623, -18.66115, 6.02076)
H (-5.63184, -20.50561, 14.99304)
H (-6.55424, -20.09246, 7.61739)
H (-2.32351, -16.87249, 17.40460)
H (-0.08503, -19.08968, 7.54639)
H (-7.72393, -13.66643, 10.63880)
H (-2.51511, -22.35435, 11.55888)
H (0.52861, -16.94376, 9.99206)
H (-0.57516, -18.24574, 6.09831)
H (-4.17766, -12.67228, 8.37138)
H (-7.82079, -19.25287, 14.98132)
H (-3.00047, -15.29928, 7.54827)
H (2.85771, -19.10640, 12.05411)
H (-4.05532, -20.19375, 13.17757)
H (1.52038, -17.93796, 12.26229)
H (-2.93162, -20.64773, 11.80030)
H (-3.45800, -17.21686, 6.87672)
H (-6.13644, -19.96149, 10.00875)
H (-8.38503, -17.83840, 13.10041)
H (-1.26951, -18.85059, 16.16214)
H (1.24977, -16.58282, 8.47527)
H (1.58203, -22.23671, 8.86517)
H (-2.29531, -12.28937, 9.98026)
H (-6.63935, -17.42462, 11.28581)
H (-2.00015, -13.32139, 11.34259)
H (-3.16522, -21.36883, 10.24415)
H (-1.82211, -19.04540, 7.07489)
H (-1.78888, -13.97874, 9.75393)
H (-6.62378, -15.80028, 12.97082)
H (0.41548, -15.26460, 9.29321)
H (-1.41100, -14.51500, 7.29021)
H (-6.60222, -12.75973, 8.44093)
H (-0.93084, -22.52225, 9.20975)
H (2.80707, -20.66380, 10.36068)

Atomic forces in eV per Å
-0.3 0.2 0.9
0.5 0.2 -0.1
-1.0 -0.6 1.8
0.3 -1.2 -0.2
-0.7 0.7 -0.2
-0.1 0.2 -1.1
-1.5 -2.1 0.7
-0.9 0.2 1.9
-0.1 -0.2 0.0
-0.3 0.6 -0.7
2.2 1.6 1.1
0.1 -0.5 1.1
-0.1 0.1 -0.8
-0.7 -0.3 -0.3
-0.4 -0.2 -0.2
0.5 -0.2 -0.4
0.5 0.5 -0.1
-0.5 0.0 0.2
-0.5 0.0 0.2
1.4 -0.7 -0.3
-0.1 0.1 0.0
0.2 -1.1 -0.1
-1.7 -0.1 0.2
0.6 -1.1 1.1
0.1 0.7 0.4
0.6 0.3 -2.3
0.2 -0.4 -1.0
0.2 -0.5 0.6
1.2 -1.4 -1.5
0.4 -0.6 1.3
-0.7 -0.4 -0.3
1.3 -0.1 1.1
-2.5 -1.5 -1.1
0.2 -1.0 0.9
0.7 0.4 0.0
1.5 1.9 -0.7
0.9 -0.2 -0.1
-0.2 0.0 0.6
0.9 -1.5 -1.0
-0.1 -0.1 -0.1
-0.9 1.0 -1.2
-0.7 2.4 -0.8
0.7 0.2 0.7
-0.4 0.0 0.0
-1.3 0.1 -0.4
-0.3 0.0 0.6
0.4 0.7 -0.4
1.0 -0.2 0.3
-0.7 0.3 -0.8
-0.4 0.7 0.5
0.3 0.8 0.9
-0.8 0.2 -0.8
0.1 0.1 0.2
-0.3 0.2 -0.7
0.1 -0.3 -0.5
-0.7 -0.2 -0.1
0.3 0.0 -0.3
0.2 0.1 0.7
-0.1 0.3 -0.2
0.5 0.4 0.3
0.0 -0.2 0.6
-0.2 0.1 0.2
0.1 0.3 -0.4
0.2 0.5 -0.2
0.0 -0.2 0.9
-0.1 0.3 0.0
0.1 0.1 0.1
0.2 -0.1 -0.3
0.1 0.2 0.3
-0.3 0.3 0.1
-0.2 0.2 -0.1
-0.1 -0.4 0.0
0.6 -0.1 -0.2
-0.2 -0.2 0.0
0.7 0.4 0.0
-0.5 0.5 -0.3
0.0 0.8 -0.2
0.4 -0.1 -0.4
-0.6 0.5 0.7
0.0 -0.2 -0.2
-0.2 0.5 -0.5
-0.2 -0.2 0.3
0.3 0.0 0.0
0.7 0.2 0.1
0.1 -0.2 -0.3
0.1 -0.3 -0.1
-0.1 -1.0 0.2
-0.2 -0.4 0.2
-0.4 0.0 0.4
0.3 0.1 0.2
0.3 0.1 0.0

---

No. 3
The following is a DFT calculation (ωB97M-V/def2-TZVPD) of C25H41BrN2P2W as an isolated structure at a distorted geometry.

Summary:
Orbital gap (alpha / beta)   6.62 / 5.23 eV
Charge   +4
Multiplicity   3
E_LUMO (alpha / beta)   -13.89 / -15.22 eV

Cartesian coordinates (Å):
W (0.12494, 0.34224, -0.99200)
Br (-2.80777, 1.15150, 4.86061)
P (1.88289, -0.27062, 0.50178)
P (-1.09124, -1.39504, -0.10435)
N (-0.42430, -1.23214, 3.64914)
N (-0.58166, 5.99733, -4.26103)
C (-0.25122, 5.97157, -2.95346)
C (-1.23050, -4.34326, -0.42574)
C (-2.19852, 1.71019, 3.21901)
C (-1.86512, -0.68684, -1.59798)
C (-0.33127, 2.39271, -1.98014)
C (2.88871, 0.83614, 1.56491)
C (-2.49043, -1.85570, 1.10956)
C (-0.31658, 3.56576, -2.85153)
C (-0.35467, -3.10711, -0.56563)
C (-3.67658, -2.59217, 0.50148)
C (-0.68542, 4.82293, -4.89358)
C (-0.18795, 2.07623, 1.84507)
C (2.88567, -0.69415, -0.98429)
C (-0.86669, 2.17466, 3.07268)
C (-0.50841, 3.57387, -4.26198)
C (-2.26970, 1.44874, 0.76648)
C (3.52999, 0.50815, -1.65451)
C (4.26581, 0.30069, 1.96498)
C (-0.88973, 1.74127, 0.64994)
C (-0.37315, 2.17331, -0.66903)
C (-0.03904, 4.79059, -2.25033)
C (2.71741, -2.94403, 1.31194)
C (-2.86483, 1.38957, 2.04202)
C (-2.22281, -1.74051, -2.67768)
C (1.87780, -1.74954, 1.69959)
H (2.23933, -1.24033, -1.68460)
H (-2.76895, -0.11086, -1.40079)
H (-0.13920, 6.95547, -2.47979)
H (0.40297, 4.89008, -1.27983)
H (4.20331, -0.48230, 2.73009)
H (-0.39233, 2.52853, 3.98237)
H (-4.17885, -1.96856, -0.23147)
H (0.07470, -3.01691, -1.57806)
H (-2.66008, -1.18731, -3.52136)
H (-4.41874, -2.81604, 1.27001)
H (3.63770, -1.41341, -0.64780)
H (-1.49099, -4.52727, 0.62405)
H (0.30828, -0.61968, 3.30908)
H (-0.44654, 2.71082, -4.91849)
H (-2.95480, 1.43697, -0.12886)
H (4.82880, 1.12514, 2.40311)
H (4.83974, -0.08646, 1.12426)
H (4.46391, 0.78222, -1.16113)
H (-1.12411, 0.00722, -2.11944)
H (2.40506, -3.39827, 0.36577)
H (-2.13182, -4.31824, -1.02979)
H (2.21593, -1.29274, 2.64542)
H (-1.31577, -2.22873, -3.05737)
H (2.61917, -3.70308, 2.09269)
H (2.95709, 1.79030, 1.02766)
H (3.77729, -2.67052, 1.24310)
H (-1.98792, -2.32352, 1.95586)
H (-0.92115, 4.89072, -5.97484)
H (-1.02029, -0.63106, 4.21685)
H (-0.01607, -1.94710, 4.26367)
H (2.27802, 1.01122, 2.45772)
H (-0.65989, -5.21341, -0.79314)
H (-2.84151, -0.92443, 1.56637)
H (0.51925, -3.19233, 0.10790)
H (0.81057, -1.98490, 1.85022)
H (-3.89200, 1.06880, 2.05515)
H (3.77412, 0.25332, -2.68481)
H (2.89690, 1.40169, -1.71295)
H (-2.96983, -2.47856, -2.34123)
H (0.88886, 2.12181, 1.77087)
H (-3.45578, -3.55470, 0.04755)

Atomic forces in eV per Å
1.0 3.2 1.6
-0.3 0.6 0.0
2.5 -2.0 1.8
-1.5 -4.5 0.8
-0.2 0.2 0.0
0.7 -4.5 2.8
0.1 2.7 -0.7
0.2 -0.5 0.0
1.2 -0.7 -0.8
-1.1 -1.7 -0.4
1.8 -1.2 1.5
-0.3 1.0 -0.5
0.4 1.2 0.5
-0.2 0.0 -1.2
0.4 1.0 0.1
-0.1 -0.2 -0.3
-0.5 1.1 -2.2
-0.6 -0.2 1.7
0.0 0.1 0.5
1.0 0.0 -0.7
0.1 0.9 0.9
-2.1 1.0 0.8
0.3 0.2 -0.4
0.0 -0.3 0.1
0.2 0.6 -1.4
-1.1 1.2 -0.4
-0.3 0.5 -0.8
0.4 -0.1 -0.1
-0.4 -0.1 -2.2
0.2 0.4 -0.8
-1.1 0.7 -0.3
-0.1 -0.3 -0.2
0.3 0.2 0.2
0.1 -0.4 0.0
-0.3 0.0 0.6
0.0 0.2 -0.2
0.4 -0.2 -0.2
-0.1 0.1 -0.2
-0.2 0.0 0.2
0.1 -0.3 0.2
0.2 0.2 0.2
-0.1 -0.1 -0.3
0.0 0.0 -0.3
0.1 -0.1 0.4
-0.4 0.0 0.3
1.0 -0.2 1.1
0.0 0.0 0.0
0.0 0.1 0.0
-0.1 0.1 0.0
-1.8 -0.2 -2.2
0.2 0.1 0.1
0.1 0.0 -0.1
0.0 -0.3 -0.4
-0.4 -0.1 0.1
0.1 0.0 -0.1
0.2 0.0 0.2
-0.2 -0.2 0.0
0.2 -0.4 -0.2
0.2 -0.2 0.6
0.1 -0.5 0.1
-0.1 0.5 -0.2
0.1 0.0 0.0
-0.1 0.3 0.3
0.1 -0.2 -0.3
-0.6 0.0 -0.3
0.5 -0.2 0.0
-0.3 0.1 0.3
0.1 0.0 0.0
-0.1 0.0 0.2
0.5 0.4 0.1
-0.1 0.8 0.3
0.0 0.3 0.1